No. 1
Computed, not measured: C27H26F2IN4O6S3 as an isolated structure at a distorted geometry, with the ωB97M-V functional and the def2-TZVPD basis.

* molar mass: 763.6 u
* highest occupied orbital energy: -0.2435 hartree
* frontier orbital gap: 7.42 eV
* total charge: -1

XYZ file:
```
69
Properties=species:S:1:pos:R:3:forces:R:3
C -1.8939 -0.4890 -3.2012 -0.55 -0.69 0.29
C -0.8470 -0.8465 -2.1424 0.43 0.28 -0.45
C -0.2016 0.2878 -1.3259 -0.18 -0.01 0.17
I 0.1183 2.0791 -2.4804 0.15 -0.02 0.03
C -0.7730 0.6038 0.0379 -0.25 0.26 0.16
C -1.9939 1.3557 0.2577 0.53 -0.25 -0.34
O -2.6923 1.7852 -0.8653 -0.38 -0.31 0.25
C -4.0331 1.4398 -0.8820 -0.82 0.67 0.31
O -4.8893 2.2766 -0.7793 0.62 -0.38 -0.50
C -4.3924 0.0083 -1.1295 0.32 -0.12 -0.19
C -3.9811 -1.0479 -0.3272 0.19 -0.03 0.15
C -4.3809 -2.3418 -0.6262 -0.10 -0.01 -0.20
C -5.1757 -2.5808 -1.7371 -0.08 -0.07 0.11
C -5.5836 -1.5307 -2.5485 0.12 -0.19 0.09
C -5.1825 -0.2429 -2.2481 -0.27 0.17 0.06
C -2.4552 1.6967 1.4938 -1.00 0.02 -0.19
N -3.5616 2.5244 1.7371 0.70 0.17 0.67
C -4.5283 2.1134 2.4490 -0.18 0.26 -0.03
C -4.9355 0.6727 2.6130 -0.02 0.06 0.25
C -5.3388 3.1262 3.1973 -0.09 -0.11 -0.21
C -1.7153 1.2591 2.6311 0.23 -0.05 -0.32
N -1.9939 1.5060 3.9115 0.09 -0.13 0.05
S -0.8174 0.7984 4.7525 -0.06 0.04 0.07
N 0.0679 0.1698 3.5793 -0.07 -0.01 0.01
C -0.5357 0.4965 2.4292 0.02 0.02 0.06
C -0.0614 0.1754 1.1244 0.31 -0.49 0.16
C 1.2321 -0.6036 1.0462 0.12 0.75 -0.04
C 2.4260 0.3238 0.8564 0.22 -0.01 -0.19
C 2.4633 1.6021 1.3988 -0.12 0.20 0.11
C 3.5464 2.4377 1.1909 0.28 0.19 -0.17
C 4.6222 2.0182 0.4223 -0.32 -0.08 0.21
C 4.6043 0.7377 -0.1051 0.21 0.26 -0.06
C 3.5233 -0.1074 0.1019 0.03 -0.40 -0.07
C 3.5757 -1.4896 -0.5096 -0.29 0.29 0.12
H -1.4877 -0.5625 -4.2068 0.13 0.34 -0.01
H -2.6985 -1.2268 -3.1590 -0.04 0.00 -0.03
H -2.3598 0.4767 -3.0407 0.15 0.16 -0.10
H -1.2050 -1.6049 -1.4442 -0.17 0.10 0.10
H -0.0174 -1.3116 -2.6787 0.04 -0.10 0.08
H 0.8123 -0.0287 -1.1252 0.11 0.24 -0.20
H -3.3620 -0.8663 0.5411 0.03 0.00 -0.02
H -4.0832 -3.1734 -0.0030 0.08 0.05 0.09
H -5.4992 -3.5906 -1.9503 0.02 -0.03 -0.07
H -6.2051 -1.7388 -3.4079 -0.01 0.11 -0.07
H -5.4901 0.5889 -2.8671 -0.02 0.02 -0.02
H -4.1150 0.0587 2.9824 0.05 -0.08 -0.20
H -5.7598 0.5703 3.3161 -0.02 0.07 0.05
H -5.2884 0.3160 1.6444 0.12 -0.15 0.01
H -6.4105 2.9617 3.0839 -0.04 0.08 -0.01
H -5.0878 2.9750 4.2509 -0.07 0.02 0.06
H -5.0519 4.1352 2.9189 -0.06 0.03 -0.09
H 1.3676 -1.1539 1.9759 -0.07 -0.23 -0.05
H 1.2084 -1.2870 0.2039 -0.07 -0.33 0.22
H 1.6448 1.9918 1.9909 -0.13 -0.14 0.00
H 3.5590 3.4383 1.6034 -0.12 0.00 0.10
H 5.4533 2.6877 0.2534 0.11 -0.07 -0.06
H 5.4451 0.3896 -0.6888 0.07 -0.08 -0.04
H 4.5514 -1.6606 -0.9549 0.01 -0.13 -0.04
H 3.3663 -2.2610 0.2321 0.13 -0.08 0.02
H 2.8072 -1.5851 -1.2834 0.08 -0.08 -0.13
N 9.4651 -1.9559 -2.0170 -0.23 -0.16 0.39
S 8.6796 -0.8241 -1.2361 0.05 0.90 -0.05
O 8.9168 -0.7700 0.1706 -0.01 -0.17 0.02
O 7.3490 -0.5715 -1.6972 -0.09 -0.13 -0.08
F 9.5040 0.4168 -1.7922 0.05 -0.24 -0.16
S 9.0096 -3.4317 -1.7088 0.14 -0.59 0.27
O 9.9635 -4.3756 -2.1931 0.08 0.28 -0.33
O 7.6217 -3.7062 -1.9108 -0.04 0.15 -0.03
F 9.1805 -3.5347 -0.1253 -0.04 -0.02 -0.02
```
Forces are in eV/Å.

No. 2
Computed, not measured: C16H22BiBrI2NO3S2Sm as an isolated structure at a distorted geometry, with the ωB97M-V functional and the def2-TZVPD basis.

* spin multiplicity: 6
* molar mass: 1033.5 u
* energy above the lowest of the compared OMol25 structures with the same formula, charge and spin: 16.239 eV
* highest occupied orbital energy (spin up / spin down): -0.7530 / -0.7530 hartree
* <S²>: 8.909
* frontier orbital gap (spin up / spin down): 3.97 / 4.01 eV
* total charge: +4

XYZ file:
```
49
Properties=species:S:1:pos:R:3:forces:R:3
I -1.1758 -1.4755 1.9874 -0.14 -0.20 -0.19
I -2.0295 3.9517 -2.6473 0.16 -0.01 -0.05
Sm -0.3391 1.9840 -1.7644 -13.65 4.08 5.99
Bi 0.0000 0.0000 0.0000 -2.86 1.93 9.43
S -2.0320 0.3277 -1.2814 -3.88 -2.81 -1.05
S -1.0219 2.1180 0.5579 -1.36 2.96 4.42
C 0.7702 -1.4922 -0.8735 6.24 -12.23 -6.54
C -2.5314 -0.8696 -2.6418 -1.14 -1.21 -0.33
C -0.1389 3.2502 1.7710 0.22 0.40 1.34
C -3.3486 -0.0326 -3.6322 0.12 0.39 0.40
C -1.3646 -1.5821 -3.3115 0.13 -0.04 -0.01
C -3.4248 -1.8773 -1.9016 -0.09 0.11 -0.09
C -0.9579 4.5479 1.6878 -0.58 -0.34 -0.42
C 1.3209 3.5179 1.4324 0.20 0.02 -0.14
C -0.3061 2.5799 3.1393 -0.18 -0.04 -0.09
C 0.1112 1.3896 -3.4963 4.90 -6.16 -17.73
C 1.2042 3.0797 -1.7764 15.47 10.36 -0.22
O 1.2157 -2.4539 -1.3210 -1.75 3.80 1.82
O 0.3797 1.0622 -4.5671 -0.97 1.30 3.51
O 2.0880 3.8138 -1.8380 -3.00 -2.05 0.01
H -2.7451 0.7501 -4.0976 0.00 -0.04 -0.16
H -4.2008 0.4448 -3.1411 0.00 -0.07 -0.11
H -3.7258 -0.6947 -4.4207 0.05 0.03 0.19
H -0.4271 -1.0314 -3.2162 0.16 -0.08 -0.21
H -1.5841 -1.6843 -4.3812 0.16 -0.06 0.19
H -1.2350 -2.5856 -2.9023 0.08 0.04 -0.03
H -2.8751 -2.3724 -1.0956 -0.06 -0.07 -0.12
H -3.7613 -2.6387 -2.6155 0.03 0.11 0.09
H -4.3043 -1.3875 -1.4752 0.05 -0.11 -0.06
H -0.5090 5.2901 2.3589 0.04 -0.19 -0.01
H -1.9939 4.3822 1.9956 0.07 0.14 0.05
H -0.9558 4.9498 0.6703 0.06 0.13 0.13
H 1.8940 3.5646 2.3664 -0.07 0.03 -0.23
H 1.4329 4.4786 0.9266 0.06 -0.08 -0.04
H 1.7583 2.7326 0.8135 0.10 0.11 0.20
H 0.1360 3.2307 3.9031 -0.08 -0.09 -0.13
H 0.1945 1.6099 3.1802 0.14 0.02 0.06
H -1.3614 2.4263 3.3806 0.12 0.07 0.02
Br 3.8383 -2.0300 4.1484 -0.30 0.69 -0.93
C 3.5313 -0.8852 2.6490 -0.11 -0.60 0.62
C 4.5678 -0.1256 2.1166 0.00 0.15 -0.17
C 4.3274 0.6765 1.0038 -0.81 -0.11 -0.24
C 3.0466 0.7119 0.4425 0.87 -0.55 0.92
N 2.0232 -0.0093 0.9877 1.34 -0.30 0.37
C 2.2647 -0.8172 2.0662 0.98 0.54 -0.24
H 5.5572 -0.1704 2.5542 0.04 0.01 0.02
H 5.1311 1.2570 0.5704 -0.04 0.03 -0.08
H 2.8782 1.3101 -0.4402 -0.25 0.01 -0.11
H 1.4943 -1.4298 2.4866 -0.46 -0.02 -0.06
```
Forces are in eV/Å.

No. 3
Computed, not measured: C21H43N2OP3Yb as an isolated structure at a distorted geometry, with the ωB97M-V functional and the def2-TZVPD basis.

* spin multiplicity: 2
* molar mass: 605.6 u
* energy above the lowest of the compared OMol25 structures with the same formula, charge and spin: 1.843 eV
* highest occupied orbital energy (spin up / spin down): -0.5957 / -0.5957 hartree
* <S²>: 0.779
* frontier orbital gap (spin up / spin down): 8.10 / 5.26 eV
* total charge: +3

XYZ file:
```
71
Properties=species:S:1:pos:R:3:forces:R:3
Yb -1.0415 1.2950 -0.0230 0.38 -3.15 -0.28
P -1.7688 -1.5308 0.3821 -1.23 -0.59 -0.24
P 1.0087 -0.5755 1.7141 1.10 0.63 1.03
P 1.7091 -1.4965 -2.3885 0.32 0.80 0.39
H -1.2563 6.1816 -5.3729 -0.01 -0.50 0.00
C -1.2685 5.2296 -5.9144 -1.03 -0.37 0.09
C -2.3249 4.3927 -5.8986 0.42 0.54 -0.06
H -3.2236 4.5444 -5.2736 0.62 0.12 -0.46
C -3.4263 -1.0863 1.0258 -0.21 0.05 0.07
C -1.6204 -3.1295 1.2602 0.24 -0.13 0.32
C -2.2895 -2.1661 -1.2538 -0.05 0.09 -0.50
C 2.6590 0.2325 1.7705 0.18 0.06 -0.08
C 0.4438 -0.1047 3.4043 -0.21 0.23 -0.08
C 1.5424 -2.2789 2.2191 -0.20 -0.52 -0.62
C 1.1041 -1.4136 -4.0825 -0.29 -0.58 -0.40
C 1.3744 -2.9793 -1.3984 -0.28 -0.54 -0.37
C 3.3928 -0.8757 -2.2116 0.39 -0.32 -0.02
H -0.4067 5.0396 -6.5523 -0.20 0.06 -0.01
H -2.3678 3.5370 -6.5874 0.03 0.39 0.43
H -3.7713 -0.1284 0.6103 -0.11 -0.20 0.18
H -3.3894 -1.0175 2.1206 -0.09 0.10 -0.25
H -4.1285 -1.8838 0.7363 0.07 0.38 0.21
H -1.4273 -2.9673 2.3307 -0.04 -0.13 -0.31
H -0.8226 -3.7596 0.8436 -0.22 0.16 0.19
H -2.5835 -3.6556 1.1524 0.37 0.14 0.03
H -2.1566 -1.3746 -2.0094 -0.15 -0.35 0.05
H -3.3514 -2.4467 -1.2044 0.36 -0.07 -0.22
H -1.6942 -3.0443 -1.5456 -0.25 0.27 0.00
H 3.2741 -0.2647 2.5306 -0.01 0.34 -0.16
H 2.5475 1.2942 2.0307 0.12 -0.21 -0.12
H 3.1605 0.1534 0.7958 -0.02 0.10 0.29
H 1.2644 -0.2897 4.1110 -0.27 0.03 -0.12
H -0.4202 -0.7214 3.6817 0.14 0.18 0.03
H 0.1535 0.9503 3.4472 0.06 -0.18 0.09
H 2.6035 -2.2677 2.4933 -0.26 0.04 -0.04
H 1.4081 -3.0111 1.4138 0.04 0.05 0.35
H 0.9639 -2.6095 3.0905 0.10 0.05 -0.30
H 1.5391 -2.1993 -4.7033 0.06 -0.04 0.08
H 1.2848 -0.4582 -4.5886 0.33 -0.02 0.51
H 0.0182 -1.5480 -4.0982 0.08 -0.14 0.20
H 1.3615 -3.8794 -2.0302 0.03 0.24 0.13
H 0.3984 -2.8946 -0.8976 0.28 0.14 -0.41
H 2.1095 -3.1380 -0.6041 0.18 0.29 -0.35
H 4.1065 -1.3561 -2.8827 -0.12 -0.03 -0.07
H 3.7547 -1.0457 -1.1925 -0.20 -0.04 -0.08
H 3.4010 0.2014 -2.3923 -0.10 -0.10 -0.13
C -0.2851 1.9065 -3.3794 -0.55 -1.23 1.56
C 0.7685 2.8561 -3.5300 1.56 0.17 -0.24
C 1.3597 3.0256 -4.7795 0.15 0.40 1.28
C 0.7530 2.4724 -5.9047 -0.16 -0.27 -0.48
C -0.4907 1.8470 -5.7804 -1.71 -0.34 0.58
C -1.0692 1.5962 -4.5345 0.03 0.05 -1.34
O -0.4722 1.2538 -2.2486 -0.02 1.81 -1.53
H 1.0111 -0.4772 -1.7735 -0.34 0.09 0.29
H 1.1890 3.3011 -2.6171 0.01 -0.28 -0.51
H 2.2912 3.5771 -4.9213 -0.37 0.03 0.32
H 1.1763 2.5923 -6.9030 0.01 0.04 0.34
H -1.0677 1.6784 -6.6923 0.23 -0.30 0.34
H -2.1069 1.2382 -4.3919 0.88 -0.08 -0.28
C -0.7496 3.6255 0.4480 0.20 1.11 -0.19
C -1.4809 3.1987 1.6876 -0.98 -0.25 1.25
N -1.9594 1.9805 1.9822 0.02 0.48 0.21
C -2.5866 2.0648 3.2301 0.43 0.37 -0.71
C -2.4851 3.3584 3.6760 0.24 -0.43 -0.68
N -1.8008 4.0438 2.6787 0.04 0.52 0.45
H -0.6280 4.7128 0.4572 0.00 -0.21 -0.06
H 0.2799 3.2189 0.3598 -0.17 0.22 0.14
H -1.3072 3.4051 -0.4885 0.12 0.71 0.25
H -3.0523 1.1804 3.6709 0.22 0.60 -0.10
H -2.8129 3.8323 4.5878 -0.01 0.02 -0.12
H -1.5763 5.0406 2.6746 -0.18 -0.47 0.24
```
Forces are in eV/Å.

No. 4
Computed, not measured: one molecule with the formula C3H7N at a distorted geometry, with the ωB97M-V functional and the def2-TZVPD basis.

* molar mass: 57.1 u
* SMILES string: CN1CC1
* energy above the lowest of the compared OMol25 structures with the same formula, charge and spin: 1.887 eV
* highest occupied orbital energy: -0.3314 hartree
* frontier orbital gap: 10.24 eV

XYZ file:
```
11
Properties=species:S:1:pos:R:3:forces:R:3
C 0.4784 0.4833 1.1936 -0.24 -0.52 3.97
C -0.0584 -0.9400 -0.6674 0.86 0.39 -1.25
C -0.5256 0.4855 -1.0540 0.45 -2.18 -0.66
H 1.0265 1.4459 1.6953 -1.79 -2.02 -1.64
H -0.6405 0.2824 1.5285 1.76 1.18 -0.37
H 0.9669 -0.4000 1.7402 -0.25 1.22 -0.78
H -0.6161 -1.6019 0.0385 0.44 0.91 -0.55
H 0.5478 -1.4653 -1.4822 -1.07 0.51 1.39
H -1.5013 0.7774 -0.6713 0.33 0.27 0.19
H -0.3133 0.6633 -2.1318 -0.18 0.52 1.11
N 0.6357 0.2694 -0.1893 -0.31 -0.26 -1.41
```
Forces are in eV/Å.

The highest molar mass belongs to which entry?
C16H22BiBrI2NO3S2Sm

Which value of molar mass does entry 2 give?
1033.5 u

Among the records above, which one has the lowest molar mass?
C3H7N

Which of these has the highest molar mass?
C16H22BiBrI2NO3S2Sm